{"formula": "C3H4N2O", "method": "the ωB97M-V functional and the def2-TZVPD basis", "elements": ["H", "C", "H", "C", "N", "C", "O", "N", "H", "H"], "xyz": [[1.91, 0.30, -0.80], [-1.28, 0.18, -0.03], [-0.81, -2.26, -0.17], [-0.51, -1.23, -0.09], [0.78, -1.08, 0.05], [1.22, 0.21, 0.01], [-2.45, 0.27, -0.11], [-0.33, 1.08, 0.04], [-0.38, 2.09, 0.26], [1.84, 0.43, 0.82]], "lowdin_charge": [0.106, -0.569, 0.104, 0.025, -0.001, -0.103, 0.077, 0.135, 0.138, 0.087], "spin_multiplicity": 1, "lumo_ev": 0.68, "homo_ev": -9.48, "energy_ha": -301.4068, "relative_energy_ev": 2.189, "smiles": "O=C1C=NCN1"}